{"formula": "C24H28AsBr4HoN2O6S2", "method": "the ωB97M-V functional and the def2-TZVPD basis", "elements": ["Ho", "Br", "C", "C", "Br", "C", "Br", "C", "O", "C", "O", "C", "Br", "S", "C", "C", "C", "C", "C", "N", "H", "H", "H", "H", "C", "As", "C", "C", "O", "H", "H", "H", "H", "H", "H", "H", "H", "H", "C", "S", "O", "O", "O", "H", "H", "H", "C", "N", "C", "C", "C", "C", "C", "C", "C", "C", "H", "H", "H", "H", "H", "H", "H", "H", "H", "H", "H", "H"], "positions_angstrom": [[0.4810, -0.3325, -0.2717], [-1.8381, 0.4984, 6.2439], [-1.0384, 0.9129, 4.5691], [-1.2097, 2.1515, 3.9897], [-2.2457, 3.4937, 4.8484], [-0.6005, 2.4241, 2.7452], [-0.8228, 4.0930, 1.8637], [0.1639, 1.4809, 2.0657], [0.6925, 1.6556, 0.8977], [0.3402, 0.1679, 2.6699], [0.9900, -0.7117, 1.9831], [-0.2587, -0.0615, 3.9071], [-0.0113, -1.8056, 4.6285], [3.4301, -0.1904, -1.1813], [2.9216, 1.4158, -1.5466], [3.8022, 2.5065, -1.6054], [3.3192, 3.7785, -1.8413], [1.9376, 3.9402, -1.9908], [1.1275, 2.8282, -1.9092], [1.5823, 1.5810, -1.7304], [4.8558, 2.3190, -1.4454], [3.9882, 4.6302, -1.8756], [1.4909, 4.9170, -2.1254], [0.0514, 2.9247, -1.9636], [-4.4734, -0.1875, 0.6687], [-3.0048, -1.3987, 0.7035], [-3.2537, -2.7651, -0.6078], [-3.1527, -2.2800, 2.3911], [-1.5725, -0.5482, 0.7251], [-5.4023, -0.7576, 0.7061], [-4.4256, 0.4213, -0.2311], [-4.3709, 0.4324, 1.5590], [-3.9792, -3.4554, -0.1744], [-2.2937, -3.2612, -0.7503], [-3.6025, -2.3290, -1.5394], [-4.2052, -2.4334, 2.6355], [-2.6740, -1.6450, 3.1360], [-2.6308, -3.2338, 2.3502], [-1.2644, 0.5109, -3.9815], [-1.7151, 0.0863, -2.3399], [-0.9458, -1.1457, -2.0327], [-3.1553, -0.1200, -2.3275], [-1.2400, 1.1696, -1.4835], [-1.5203, -0.3176, -4.6386], [-0.1914, 0.6988, -3.9933], [-1.8141, 1.4089, -4.2581], [3.6298, -4.0860, -1.7901], [2.7031, -4.0519, -2.9127], [3.3574, -3.4906, -4.0784], [1.4972, -3.2653, -2.6100], [0.7841, -3.7242, -1.3601], [0.3009, -5.0376, -1.3661], [-0.3705, -5.5552, -0.2662], [-0.5553, -4.7325, 0.8410], [-0.0850, -3.4226, 0.8153], [0.6123, -2.8524, -0.2691], [4.5028, -4.6795, -2.0771], [3.1590, -4.5507, -0.9247], [3.9747, -3.0887, -1.4898], [4.2240, -4.0978, -4.3547], [3.7020, -2.4566, -3.9092], [2.6619, -3.4829, -4.9221], [0.8331, -3.3787, -3.4756], [1.7431, -2.1973, -2.5193], [0.4714, -5.6598, -2.2414], [-0.7391, -6.5761, -0.2719], [-1.0739, -5.1092, 1.7203], [-0.2458, -2.8109, 1.7003]], "s2": 6.004, "energy_ha": -15768.7918, "orbital_gap_ha": [0.2060, 0.2064], "total_charge": -2, "spin_multiplicity": 5}



{"formula": "C9H29AsN5O2PdSi2Te", "method": "the ωB97M-V functional and the def2-TZVPD basis", "elements": ["Pd", "N", "N", "C", "N", "N", "N", "O", "O", "H", "H", "H", "H", "H", "C", "Si", "C", "C", "As", "Si", "C", "C", "C", "H", "H", "H", "H", "H", "H", "H", "H", "H", "H", "H", "H", "H", "H", "H", "H", "H", "H", "C", "Te", "C", "H", "H", "H", "H", "H", "H"], "positions_angstrom": [[0.9747, 0.6700, 0.2397], [3.3633, 0.7084, -0.2513], [4.1145, 0.0200, 0.7181], [3.5336, -0.9214, 1.5211], [4.3534, -1.6787, 2.2435], [2.2190, -0.9499, 1.4580], [1.5568, -1.8938, 2.2106], [0.3739, -1.9628, 1.9728], [2.1644, -2.5848, 3.0163], [3.5679, 0.3464, -1.1857], [3.5902, 1.7030, -0.2105], [5.1246, 0.0092, 0.6253], [5.3473, -1.5431, 2.2113], [3.9331, -2.3163, 2.9162], [-0.3334, 2.0392, 4.5377], [-1.6890, 1.3942, 3.4465], [-3.2144, 2.4463, 3.5688], [-2.0467, -0.3896, 3.8144], [-1.0508, 1.5369, 1.1657], [0.2750, 3.5170, 0.9785], [-0.7748, 4.9510, 1.5476], [0.6723, 3.7898, -0.8293], [1.8703, 3.4924, 1.9619], [-0.6217, 1.8630, 5.5754], [-0.1818, 3.1098, 4.4129], [0.6119, 1.5250, 4.3638], [-3.5812, 2.4438, 4.5963], [-4.0101, 2.0625, 2.9308], [-3.0189, 3.4795, 3.2836], [-2.8205, -0.4315, 4.5820], [-1.1652, -0.9046, 4.1930], [-2.4026, -0.9415, 2.9445], [-1.7574, 4.9284, 1.0781], [-0.2976, 5.8945, 1.2845], [-0.9208, 4.9386, 2.6270], [-0.2196, 3.7057, -1.4503], [1.4113, 3.0780, -1.2131], [1.0762, 4.7958, -0.9557], [1.6940, 3.5411, 3.0325], [2.4644, 4.3624, 1.6779], [2.4664, 2.5955, 1.7770], [-0.9190, -1.9945, -1.2253], [0.4752, -0.5993, -1.9870], [-0.9810, 0.6596, -2.8642], [-1.5194, -2.3488, -2.0579], [-1.5235, -1.4902, -0.4741], [-0.3721, -2.8163, -0.7747], [-1.6725, 0.9671, -2.0834], [-1.4869, 0.1004, -3.6461], [-0.4790, 1.5239, -3.2871]], "s2": 2.011, "energy_ha": -3994.9410, "orbital_gap_ha": [0.2813, 0.2378], "total_charge": 1, "spin_multiplicity": 3, "relative_energy_kcal_mol": 0.00}



{"formula": "H10O4S2", "method": "the ωB97M-V functional and the def2-TZVPD basis", "elements": ["S", "S", "H", "H", "O", "H", "H", "O", "H", "H", "O", "H", "H", "O", "H", "H"], "positions_angstrom": [[-1.3680, 1.0514, -2.3674], [-0.0225, 0.4522, -1.0266], [-2.3522, 0.2555, -2.0621], [-0.2393, 1.5138, -0.0990], [0.1612, -1.6933, 2.1585], [-0.1263, -1.0670, 1.6319], [-0.0755, -1.6623, 3.0727], [0.4404, -3.5947, 0.3169], [-0.1830, -3.6384, -0.4073], [0.3980, -2.8869, 0.8731], [3.3850, 1.1400, 1.2711], [3.6652, 1.2265, 0.3721], [2.5742, 1.6537, 1.4494], [-1.2291, 1.3747, 1.8947], [-1.3676, 1.6376, 2.7857], [-2.1059, 1.0951, 1.5568]], "energy_ha": -1103.2785, "orbital_gap_ha": 0.3530, "relative_energy_kcal_mol": 32.53, "smiles": "SS.O.O.O.O"}



{"formula": "H44O22", "method": "the ωB97M-V functional and the def2-TZVPD basis", "elements": ["O", "H", "H", "O", "H", "H", "O", "H", "H", "O", "H", "H", "O", "H", "H", "O", "H", "H", "O", "H", "H", "O", "H", "H", "O", "H", "H", "O", "H", "H", "O", "H", "H", "O", "H", "H", "O", "H", "H", "O", "H", "H", "O", "H", "H", "O", "H", "H", "O", "H", "H", "O", "H", "H", "O", "H", "H", "O", "H", "H", "O", "H", "H", "O", "H", "H"], "positions_angstrom": [[1.2885, 0.6107, 3.2845], [1.0466, 0.5648, 4.2095], [0.4570, 0.5428, 2.8154], [-1.4890, -0.0998, -3.6229], [-1.8177, 0.5592, -3.0115], [-2.1962, -0.7417, -3.6869], [4.0978, -0.6202, -1.5517], [4.7939, 0.0086, -1.3610], [3.5964, -0.2158, -2.2597], [-2.5901, 0.3089, 0.9343], [-3.4986, 0.6032, 0.8702], [-2.1160, 1.0666, 1.2769], [1.1888, 0.6601, -3.6410], [0.3256, 0.2924, -3.4513], [1.3373, 0.4593, -4.5651], [-2.8814, -1.8987, 4.3574], [-2.5448, -2.4117, 5.0921], [-2.6208, -2.3930, 3.5803], [-2.7093, -3.7412, 2.2491], [-2.9461, -3.3908, 1.3904], [-3.4767, -4.2431, 2.5234], [3.9571, 1.3214, 3.5585], [3.0540, 1.1877, 3.2707], [4.4897, 0.9190, 2.8724], [4.8153, 1.8612, -2.5030], [3.9951, 2.2621, -2.2152], [4.8974, 2.1160, -3.4220], [-4.4737, 0.1633, -1.4389], [-3.9331, 0.9194, -1.6677], [-4.9982, 0.4596, -0.6950], [5.7756, -2.7548, -1.0976], [5.3092, -3.3998, -0.5659], [5.2636, -1.9515, -1.0042], [-1.3864, 2.0547, 2.4480], [-1.3893, 2.3499, 3.3586], [-1.3206, 2.8601, 1.9349], [-1.4776, 4.2461, 0.7174], [-0.8029, 4.9109, 0.8555], [-1.1267, 3.6888, 0.0227], [1.7590, -2.3655, -0.1617], [2.1148, -2.9675, 0.4919], [2.5278, -1.9336, -0.5340], [3.5474, -2.6839, 1.8677], [4.2930, -2.0881, 1.9402], [2.7954, -2.1626, 2.1488], [-4.1472, -2.5380, 0.1166], [-3.6967, -1.8717, -0.4024], [-4.7713, -2.0455, 0.6498], [-4.9469, -0.9769, 2.3836], [-4.0619, -1.1779, 2.6878], [-5.5216, -1.3770, 3.0362], [-0.2590, 2.5151, -0.8351], [0.4790, 2.9811, -1.2282], [0.0904, 1.6503, -0.6200], [-2.7914, 2.1744, -1.9698], [-2.7169, 2.8183, -2.6742], [-1.9416, 2.2004, -1.5300], [0.8282, -2.6964, -3.0619], [1.0496, -3.0259, -2.1909], [1.0468, -1.7650, -3.0288], [-0.0134, -0.0491, -0.0522], [-0.7727, -0.4474, 0.3735], [0.6072, -0.7699, -0.1592], [2.3269, 2.9458, -2.0649], [1.9110, 2.6268, -2.8659], [2.3699, 3.8952, -2.1786]], "energy_ha": -1681.7235, "orbital_gap_ha": 0.3823, "relative_energy_kcal_mol": 39.70}



{"formula": "C57H45N4O2P2S2SiSn", "method": "the ωB97M-V functional and the def2-TZVPD basis", "elements": ["Sn", "C", "Si", "C", "C", "C", "C", "C", "C", "P", "C", "C", "C", "C", "C", "C", "C", "C", "C", "C", "C", "C", "C", "C", "C", "C", "C", "C", "P", "C", "C", "C", "C", "C", "C", "C", "C", "C", "C", "C", "C", "H", "H", "H", "H", "H", "H", "H", "H", "H", "H", "H", "H", "H", "H", "H", "H", "H", "H", "H", "H", "H", "H", "H", "H", "H", "H", "H", "H", "H", "H", "H", "O", "C", "C", "C", "C", "C", "C", "C", "O", "N", "N", "C", "C", "C", "C", "C", "C", "N", "H", "H", "H", "H", "H", "H", "H", "H", "H", "H", "S", "C", "N", "C", "C", "C", "C", "C", "C", "S", "H", "H", "H", "H"], "positions_angstrom": [[-0.0334, 1.1749, 1.3563], [0.2543, -1.3796, 4.7913], [0.2625, -1.2658, 2.8751], [1.9403, -2.2056, 2.5354], [2.2279, -3.4269, 3.1602], [3.4921, -3.9909, 3.1247], [4.5287, -3.3370, 2.4632], [4.2700, -2.1528, 1.7966], [2.9856, -1.6000, 1.8098], [2.6153, -0.0907, 0.8250], [4.0018, 1.0008, 1.3297], [5.1625, 1.2488, 0.6038], [6.1337, 2.1054, 1.1094], [5.9595, 2.7130, 2.3436], [4.8106, 2.4604, 3.0823], [3.8357, 1.6182, 2.5733], [3.0644, -0.5916, -0.8818], [3.1260, -1.9298, -1.2634], [3.3027, -2.2862, -2.5943], [3.4235, -1.3033, -3.5666], [3.3746, 0.0359, -3.2001], [3.1915, 0.3897, -1.8713], [-1.0869, -2.5540, 2.3972], [-1.8590, -3.2326, 3.3500], [-2.9022, -4.0705, 2.9882], [-3.1946, -4.2765, 1.6451], [-2.4428, -3.6272, 0.6799], [-1.4171, -2.7524, 1.0471], [-0.3582, -1.9614, -0.2439], [0.0069, -3.5667, -1.1059], [0.8281, -4.4069, -0.3423], [1.2241, -5.6473, -0.8095], [0.7963, -6.0912, -2.0559], [-0.0309, -5.2798, -2.8138], [-0.4226, -4.0276, -2.3460], [-1.5521, -0.9231, -1.2886], [-1.2261, -1.0404, -2.7595], [-2.1590, -1.2113, -3.6917], [-3.5783, -1.3226, -3.3517], [-4.0023, -1.2185, -2.0944], [-3.0710, -0.8942, -0.9685], [0.4806, -2.3817, 5.1686], [0.9993, -0.6887, 5.1989], [-0.7170, -1.0730, 5.1972], [1.4329, -3.9451, 3.6917], [3.6824, -4.9351, 3.6224], [5.5292, -3.7531, 2.4644], [5.0660, -1.6511, 1.2566], [5.3144, 0.7745, -0.3568], [7.0296, 2.3013, 0.5326], [6.7136, 3.3896, 2.7270], [4.6703, 2.9291, 4.0484], [2.9249, 1.4330, 3.1368], [3.0372, -2.7040, -0.5157], [3.3342, -3.3355, -2.8655], [3.5569, -1.5794, -4.6063], [3.4663, 0.8114, -3.9522], [3.1368, 1.4358, -1.6006], [-1.6343, -3.1001, 4.4039], [-3.4871, -4.5734, 3.7504], [-4.0007, -4.9386, 1.3513], [-2.6504, -3.8068, -0.3699], [1.1521, -4.0793, 0.6420], [1.8692, -6.2709, -0.2008], [1.0978, -7.0644, -2.4243], [-0.3827, -5.6194, -3.7812], [-1.0719, -3.4253, -2.9593], [-0.1724, -1.0065, -3.0217], [-1.8753, -1.2967, -4.7350], [-4.2820, -1.5168, -4.1537], [-5.0532, -1.3253, -1.8442], [-3.3423, -1.4355, -0.0664], [2.3387, 3.8240, -1.8815], [1.6920, 3.5420, -3.0273], [2.1625, 4.1255, -4.2055], [1.5471, 3.8595, -5.4138], [0.4439, 3.0113, -5.4696], [-0.0279, 2.4343, -4.3032], [0.5781, 2.6834, -3.0732], [0.1068, 1.9936, -1.8301], [0.8721, 2.0486, -0.7999], [-1.0421, 1.3857, -1.9352], [-1.4307, 0.5574, -0.8275], [-2.9178, 0.6254, -0.6643], [-3.3994, 1.0215, 0.6980], [-4.5335, 1.8016, 0.8636], [-4.9382, 2.1183, 2.1521], [-4.2215, 1.6174, 3.2250], [-3.1125, 0.8268, 2.9658], [-2.7063, 0.5409, 1.7303], [1.9142, 3.2474, -1.1913], [3.0252, 4.7772, -4.1375], [1.9308, 4.3121, -6.3207], [-0.0364, 2.8048, -6.4183], [-0.8828, 1.7695, -4.3203], [-3.3506, 1.2646, -1.4319], [-5.0557, 2.1902, -0.0019], [-5.7899, 2.7682, 2.3086], [-4.4821, 1.8636, 4.2460], [-2.5060, 0.4138, 3.7645], [-0.6782, 2.8281, 3.8653], [-1.7259, 3.6977, 2.8529], [-1.9916, 3.4525, 1.5941], [-2.9059, 4.3344, 1.0537], [-3.3441, 4.3328, -0.2714], [-4.2317, 5.3114, -0.6898], [-4.6960, 6.2885, 0.1920], [-4.2883, 6.2889, 1.5186], [-3.4025, 5.3063, 1.9406], [-2.6783, 5.0642, 3.5004], [-2.9690, 3.5813, -0.9579], [-4.5589, 5.3261, -1.7228], [-5.3723, 7.0589, -0.1590], [-4.6425, 7.0485, 2.2055]], "energy_ha": -4551.5791, "orbital_gap_ha": 0.2278, "total_charge": -1, "relative_energy_kcal_mol": 0.00}